The following is a DFT calculation (wB97M-V/def2-TZVPD) of 2 unconnected molecules or ions with the total composition C4H11NO2 at a distorted geometry.

Positions of all 18 atoms, in Å:
C  0.74075  -0.66783  -0.38570
C  1.30632  -0.33171  0.98229
N  2.77193  -0.31511  0.88611
C  0.82717  1.00698  1.47787
C  -0.45421  1.00707  2.28117
O  -1.36185  1.76470  2.10946
H  1.04680  -1.65758  -0.71110
H  0.97396  0.09842  -1.11304
H  -0.34421  -0.75681  -0.37803
H  0.98469  -1.13110  1.65899
H  3.19581  -0.17111  1.79468
H  3.09821  -1.21567  0.55526
H  0.79198  1.80899  0.75315
H  1.54474  1.36029  2.23057
H  -0.39777  0.24366  3.09102
O  -3.44230  -1.71619  -5.87524
H  -2.83477  -2.16216  -6.48657
H  -3.09233  -1.89589  -4.99344

Results
Total charge = 0
Highest occupied orbital energy = -0.35656 hartree
Total energy = -364.21956 hartree
Maximum force = 1.3 eV/Å
SMILES = C[C@@H](N)CC=O.O
Multiplicity = 1
Kohn-Sham gap = 10.4 eV
Lowest unoccupied orbital energy = 0.7 eV